The following is a DFT calculation (the ωB97M-V functional and the def2-TZVPD basis) of the molecule C17H21ClN2O4.

Positions of all 45 atoms, in Å:
1 C 3.426 -3.899 -0.814
2 C 2.361 -4.644 -0.015
3 O 2.069 -4.088 1.256
4 C 1.713 -2.730 1.284
5 C 0.397 -2.413 0.555
6 O 0.073 -1.039 0.687
7 C 0.682 -0.193 -0.181
8 O 1.472 -0.604 -1.007
9 C 0.251 1.181 0.038
10 C 0.749 2.256 -0.633
11 C 1.790 2.146 -1.696
12 N 0.311 3.528 -0.365
13 C 0.783 4.665 -1.125
14 C -0.622 3.809 0.637
15 O -0.996 4.939 0.865
16 N -1.031 2.756 1.372
17 C -0.815 1.352 1.100
18 C -2.122 0.672 0.718
19 C -2.651 -0.306 1.552
20 C -3.836 -0.951 1.251
21 C -4.527 -0.618 0.098
22 C -4.028 0.360 -0.742
23 C -2.837 0.998 -0.430
24 Cl -2.278 2.222 -1.516
25 H 3.059 -2.936 -1.163
26 H 3.701 -4.495 -1.679
27 H 4.312 -3.741 -0.202
28 H 2.710 -5.653 0.224
29 H 1.443 -4.732 -0.612
30 H 1.600 -2.488 2.345
31 H 2.506 -2.098 0.864
32 H -0.435 -2.964 0.997
33 H 0.487 -2.656 -0.509
34 H 2.108 1.116 -1.802
35 H 2.651 2.765 -1.449
36 H 1.388 2.487 -2.648
37 H 1.856 4.811 -0.993
38 H 0.256 5.540 -0.744
39 H 0.559 4.547 -2.185
40 H -1.728 2.978 2.067
41 H -0.467 0.877 2.029
42 H -2.110 -0.570 2.448
43 H -4.220 -1.710 1.914
44 H -5.452 -1.115 -0.149
45 H -4.556 0.635 -1.642

2S+1: 1
Energy above the lowest of the compared OMol25 structures with the same formula, charge and spin (eV): 1.173
LUMO level (hartree): 0.023
SMILES: CCOCCOC(=O)C1=C(C)N(C)C(=O)N[C@H]1c1ccccc1Cl
Gap between HOMO and LUMO (eV): 9.173

---

The following is a DFT calculation (the ωB97M-V functional and the def2-TZVPD basis) of the molecule C17H21FN4O2S at a distorted geometry.

Positions of all 46 atoms, in Å:
1 C -4.991 2.299 0.350
2 O -4.559 0.993 0.070
3 C -5.376 0.328 -0.867
4 C -4.914 -1.126 -0.978
5 N -3.500 -1.194 -1.241
6 C -2.607 -1.610 -0.307
7 S -3.086 -2.659 0.882
8 N -1.304 -1.239 -0.456
9 C -0.352 -1.634 0.565
10 C -0.351 -0.622 1.712
11 C -0.079 0.794 1.196
12 C 1.338 0.955 0.776
13 N 2.274 0.061 0.730
14 C 3.362 0.762 0.282
15 C 4.661 0.155 0.077
16 C 4.840 -1.198 0.357
17 C 6.075 -1.788 0.169
18 C 7.119 -1.009 -0.300
19 F 8.325 -1.579 -0.486
20 C 6.964 0.338 -0.585
21 C 5.727 0.920 -0.395
22 N 3.088 2.022 0.065
23 O 1.774 2.162 0.385
24 C -1.008 1.130 0.017
25 C -0.917 0.029 -1.043
26 H -4.974 2.925 -0.551
27 H -4.302 2.706 1.088
28 H -6.007 2.302 0.761
29 H -5.301 0.832 -1.847
30 H -6.429 0.355 -0.551
31 H -5.090 -1.651 -0.036
32 H -5.471 -1.624 -1.778
33 H -3.178 -0.554 -1.951
34 H -0.632 -2.619 0.939
35 H 0.638 -1.688 0.109
36 H 0.405 -0.904 2.443
37 H -1.331 -0.643 2.192
38 H -0.257 1.521 1.998
39 H 4.004 -1.773 0.723
40 H 6.238 -2.833 0.379
41 H 7.805 0.908 -0.948
42 H 5.568 1.966 -0.604
43 H -0.735 2.095 -0.412
44 H -2.038 1.182 0.376
45 H -1.531 0.284 -1.907
46 H 0.114 -0.076 -1.396

2S+1: 1
LUMO level (hartree): 0.020
SMILES: COCCNC(=S)N1CCC(c2nc(-c3ccc(F)cc3)no2)CC1
Gap between HOMO and LUMO (eV): 8.483

---

The following is a DFT calculation (the ωB97M-V functional and the def2-TZVPD basis) of a structure of composition C17H21N3O2STeZr at a distorted geometry.

Positions of all 46 atoms, in Å:
1 Zr -0.179 -1.284 -0.125
2 N -2.205 -1.687 -1.795
3 N -2.652 -3.008 -1.853
4 C -1.755 -4.001 -1.710
5 N -2.159 -5.241 -1.901
6 S -0.145 -3.659 -1.297
7 H -2.965 -1.114 -1.442
8 H -1.979 -1.355 -2.731
9 H -3.555 -3.191 -2.269
10 H -3.097 -5.470 -2.194
11 H -1.510 -6.000 -1.764
12 C 4.993 1.407 2.268
13 C 3.735 0.704 1.887
14 C 2.526 0.988 2.516
15 C 1.394 0.214 2.318
16 C 0.175 0.512 3.149
17 C 1.468 -0.892 1.414
18 Te 0.370 -2.718 2.178
19 C 2.661 -1.072 0.639
20 C 2.692 -2.100 -0.466
21 C 3.757 -0.287 0.892
22 H 4.812 2.187 3.002
23 H 5.495 1.835 1.399
24 H 5.680 0.676 2.700
25 H 2.484 1.804 3.229
26 H 0.076 1.588 3.300
27 H 0.277 0.056 4.135
28 H -0.739 0.137 2.706
29 H 1.988 -1.818 -1.274
30 H 2.467 -3.098 -0.090
31 H 3.679 -2.138 -0.921
32 H 4.667 -0.431 0.320
33 O -0.056 0.478 -1.121
34 C -1.163 0.857 -0.575
35 O -1.632 0.011 0.298
36 C -1.869 2.057 -0.930
37 C -3.051 2.385 -0.247
38 C -3.751 3.515 -0.614
39 C -3.284 4.314 -1.654
40 C -2.114 3.989 -2.334
41 C -1.398 2.867 -1.972
42 H -3.401 1.765 0.568
43 H -4.659 3.783 -0.091
44 H -3.834 5.205 -1.927
45 H -1.766 4.620 -3.140
46 H -0.478 2.611 -2.480

2S+1: 1
Total charge: +2
LUMO level (hartree): -0.246
Gap between HOMO and LUMO (eV): 7.240

---

LUMO level of number 1 (C17H21ClN2O4)? 0.023 hartree

---

The lowest LUMO level belongs to which entry? C17H21N3O2STeZr

---

Number 1 is which compound? C17H21ClN2O4

---

What is the formula in the third record? C17H21N3O2STeZr